C37H33HgIN2O4PS | ωB97M-V/def2-TZVPD

**Multiplicity**: 2
**Maximum force**: 1.1 eV/A
**HOMO energy (spin up / spin down)**: 0.11 / -2.42 eV
**Gap between HOMO and LUMO (spin up / spin down)**: 4.21 / 6.71 eV
**LUMO level (spin up / spin down)**: 4.3 / 4.3 eV
**Net charge**: -2
**Relative energy (zero: lowest compared OMol25 entry of this formula, charge and spin)**: 0.000 eV

Positions of all 80 atoms, in Å:
Hg -0.566 0.089 -0.688
C 1.804 5.208 -0.446
C 2.147 3.798 -0.931
C 3.005 3.020 0.042
C 4.363 3.313 0.151
C 5.189 2.592 0.998
C 4.664 1.517 1.706
C 3.321 1.178 1.605
C 2.769 -0.028 2.322
C 2.074 0.311 3.644
C 2.481 1.975 0.815
N 1.101 1.685 0.801
C 0.328 2.498 1.417
C -1.092 2.353 1.471
C -2.036 3.175 2.090
C -3.287 2.608 1.803
C -3.026 1.476 1.018
N -1.710 1.323 0.837
H 1.266 5.763 -1.218
H 2.709 5.764 -0.191
H 1.170 5.171 0.441
H 2.690 3.868 -1.877
H 1.230 3.247 -1.132
H 4.774 4.118 -0.453
H 6.240 2.842 1.083
H 5.311 0.907 2.327
H 3.586 -0.729 2.504
H 2.056 -0.531 1.664
H 2.769 0.798 4.335
H 1.692 -0.595 4.119
H 1.233 0.987 3.479
H 0.752 3.349 1.968
H -1.825 4.069 2.661
H -4.260 2.971 2.098
H -3.726 0.778 0.578
I 2.085 -0.390 -2.516
C 3.435 -1.376 -1.259
C 4.685 -0.760 -1.203
C 5.730 -1.389 -0.548
C 5.540 -2.651 -0.018
C 4.290 -3.302 -0.082
C 4.164 -4.648 0.342
C 2.965 -5.343 0.147
C 1.844 -4.676 -0.287
C 1.852 -3.274 -0.552
P 0.235 -2.476 -0.430
C -0.779 -3.492 -1.574
C -2.081 -3.877 -1.267
C -2.847 -4.570 -2.191
C -2.329 -4.860 -3.446
C -1.038 -4.462 -3.764
C -0.266 -3.787 -2.831
C -0.408 -2.943 1.244
C -0.693 -4.240 1.669
C -1.084 -4.496 2.976
C -1.201 -3.458 3.893
C -0.927 -2.161 3.488
C -0.533 -1.912 2.177
C 3.139 -2.604 -0.628
H 4.828 0.201 -1.679
H 6.697 -0.901 -0.485
H 6.367 -3.179 0.447
H 5.038 -5.151 0.742
H 2.913 -6.407 0.350
H 0.927 -5.230 -0.447
H -2.506 -3.609 -0.308
H -3.860 -4.864 -1.942
H -2.937 -5.376 -4.179
H -0.636 -4.656 -4.751
H 0.745 -3.486 -3.077
H -0.629 -5.064 0.972
H -1.302 -5.514 3.278
H -1.514 -3.660 4.910
H -1.027 -1.334 4.181
H -0.332 -0.889 1.876
O -3.431 0.495 -3.403
S -2.173 -0.108 -2.994
O -1.164 1.008 -2.630
O -2.380 -0.892 -1.701
O -1.560 -0.968 -3.998

Löwdin population analysis, charges in e, atoms 1 to 2:
1 Hg 0.93
2 C -0.10



C18H11F10N3RuSSbSe4 | ωB97M-V/def2-TZVPD

**Multiplicity**: 2
**Maximum force**: 0.2 eV/A
**HOMO energy (spin up / spin down)**: -1.58 / -1.58 eV
**Gap between HOMO and LUMO (spin up / spin down)**: 5.16 / 5.16 eV
**LUMO level (spin up / spin down)**: 3.6 / 3.6 eV
**Net charge**: -2
**Relative energy (zero: lowest compared OMol25 entry of this formula, charge and spin)**: 0.010 eV

Positions of all 49 atoms, in Å:
Ru -0.715 -0.506 -0.068
C -0.573 -1.584 2.660
N -0.381 -0.257 2.020
C 1.008 0.166 2.292
C 1.445 1.511 1.731
N 1.414 1.606 0.272
C 2.142 2.661 -0.319
C 1.510 3.820 -0.754
F 0.209 3.984 -0.558
C 2.219 4.834 -1.374
F 1.602 5.943 -1.789
C 3.586 4.706 -1.550
F 4.278 5.688 -2.137
C 4.239 3.570 -1.107
F 5.562 3.459 -1.271
C 3.515 2.560 -0.501
F 4.162 1.474 -0.083
C -1.371 0.701 2.578
C -2.659 0.605 1.774
N -2.382 0.774 0.367
C -2.651 1.955 -0.228
C -2.920 1.990 -1.622
F -2.973 0.843 -2.300
C -3.180 3.149 -2.314
F -3.446 3.105 -3.630
C -3.227 4.375 -1.663
F -3.509 5.509 -2.340
C -2.995 4.395 -0.307
F -3.001 5.570 0.355
C -2.710 3.226 0.378
F -2.377 3.379 1.690
H -0.432 -1.483 3.744
H -1.569 -1.956 2.440
H 0.142 -2.294 2.254
H 1.148 0.225 3.382
H 1.649 -0.625 1.901
H 0.863 2.337 2.154
H 2.479 1.654 2.055
H -1.517 0.479 3.643
H -0.982 1.711 2.485
H -3.079 -0.400 1.908
H -3.398 1.316 2.156
Se -0.224 -5.529 -2.348
Sb -0.512 -4.069 -0.447
Se -2.302 -2.286 -0.745
Se 1.188 -2.190 -0.324
Se -0.791 -5.150 1.721
S 0.220 0.940 -2.075
C 0.541 0.887 -0.455

Löwdin population analysis, charges in e, atoms 1 to 2:
1 Ru 0.62
2 C -0.14



C19H23F5GeMoN5O2SSbSe4 | ωB97M-V/def2-TZVPD

**Multiplicity**: 3
**Maximum force**: 1.0 eV/A
**HOMO energy (spin up / spin down)**: -1.67 / -1.77 eV
**Gap between HOMO and LUMO (spin up / spin down)**: 4.96 / 4.89 eV
**LUMO level (spin up / spin down)**: 3.3 / 3.1 eV
**Net charge**: -2

Positions of all 62 atoms, in Å:
Mo 0.656 0.343 0.102
N -0.310 4.465 1.076
C 0.810 5.292 0.897
C 0.684 6.640 0.595
C 1.821 7.423 0.450
C 3.081 6.855 0.568
C 3.203 5.498 0.837
C 2.072 4.721 1.033
S 2.166 3.032 1.512
N 0.811 2.434 0.637
C -0.270 3.154 0.620
C -1.483 2.521 0.126
C -2.726 3.137 0.074
C -3.824 2.411 -0.361
C -3.653 1.094 -0.736
C -2.382 0.547 -0.677
N -1.319 1.236 -0.265
H -1.193 4.926 0.933
H -0.302 7.074 0.477
H 1.718 8.477 0.226
H 3.968 7.461 0.437
H 4.178 5.032 0.907
H -2.853 4.169 0.374
H -4.802 2.874 -0.394
H -4.461 0.453 -1.059
H -2.216 -0.466 -1.009
N -0.503 0.276 2.047
N 0.220 -0.244 3.146
C 1.585 -0.473 2.869
O 2.279 -1.040 3.691
O 1.983 0.028 1.738
H -0.858 1.189 2.326
H -1.345 -0.320 1.902
H -0.251 -1.031 3.576
Se -3.084 -1.529 2.323
Sb -2.371 -2.987 0.471
Se 0.133 -2.024 0.013
Se -3.686 -2.605 -1.527
Se -1.874 -5.261 1.061
F -0.707 0.019 -2.663
C 0.505 0.505 -2.194
F 1.435 -0.213 -2.918
C 0.562 1.900 -2.876
F 1.733 2.535 -2.701
F -0.393 2.737 -2.410
F 0.369 1.824 -4.208
C 3.199 -2.437 -2.237
Ge 3.731 -1.198 -0.816
C 5.558 -0.595 -1.315
C 3.919 -2.220 0.837
C 2.705 0.466 -0.638
H 3.839 -3.322 -2.180
H 3.313 -1.980 -3.221
H 2.162 -2.743 -2.113
H 6.227 -1.447 -1.459
H 5.975 0.043 -0.532
H 5.525 -0.021 -2.244
H 4.649 -3.021 0.688
H 2.965 -2.664 1.122
H 4.237 -1.582 1.661
H 2.867 1.015 -1.561
H 3.243 0.995 0.153

Löwdin population analysis, charges in e, atoms 1 to 2:
1 Mo 1.21
2 N 0.13



| no. | total energy (eV) |
| --- | --- |
| 1 | -82475.8044 |
| 2 | -331832.0901 |
| 3 | -382343.9531 |